Entry 1:
Formula: C31H33BCl2O2S2
Source: the Open Molecules 2025 dataset
Level of theory: wB97M-V/def2-TZVPD

Summary:
Largest force on an atom = 5.5 eV/Å
LUMO = -0.0019 hartree
Frontier orbital gap = 6.142 eV
E_tot = -3093.132946 a.u.
Charge = 0
ΔE to the lowest compared entry with this formula, charge and spin = 0.0 kcal/mol

CARTESIAN COORDINATES (ANGSTROEM)
1 H 5.86873 -2.21507 -1.57764
2 H -2.57976 -3.39685 -3.91491
3 B -2.00782 -2.37167 2.92936
4 H 3.85335 -3.90314 3.08549
5 C -5.45724 -2.24906 2.84822
6 H -3.02385 -3.70700 6.38618
7 C -4.11580 -1.98355 3.48260
8 H -5.69604 -1.42414 2.16623
9 Cl 2.14872 2.21543 1.16508
10 C -4.14545 -0.61163 4.17401
11 C 4.28823 -3.10128 -0.46480
12 O -2.08116 -3.09279 4.04828
13 C -0.63474 -3.06633 1.10328
14 C 3.36472 -4.84943 3.35819
15 S 2.75915 -2.41566 -0.85257
16 H 0.31320 -1.69580 3.32132
17 H -5.03545 -4.66686 4.43890
18 C 0.38825 -1.14679 2.37918
19 H -3.36957 -5.27532 4.49577
20 H 6.34145 -2.91553 -0.01289
21 H 0.30223 -6.38402 3.26617
22 H -4.05005 -4.69689 2.95765
23 H 1.83341 -3.08484 2.15270
24 C -2.81144 -3.60623 -2.86150
25 C 0.59129 -4.15645 -0.95586
26 C -0.15781 -1.68345 1.18291
27 H 2.58343 -5.98394 -0.08220
28 H -0.59558 -4.99512 2.15600
29 C -0.17520 -0.82903 0.04756
30 C 1.36174 -6.23913 3.44771
31 H 5.46827 -1.36601 -0.06276
32 C 1.98345 -5.01323 3.09680
33 C 1.25903 -3.98108 2.39414
34 C -1.38488 -5.29102 -1.51193
35 C -3.51105 -3.11737 4.39079
36 C -0.04762 -4.07118 1.95063
37 H -0.80665 -1.08492 -0.80514
38 Cl 4.39372 -8.30524 5.03324
39 C 1.07853 0.06280 2.38126
40 C 4.19812 -4.45465 -0.19068
41 H 1.54349 0.42974 3.29593
42 H 0.64996 0.93809 -0.89129
43 C 2.11573 -7.27145 4.00886
44 H -1.52382 -3.23102 0.49478
45 H -3.20956 -0.40310 4.72372
46 H -3.19986 -2.67868 -2.41137
47 C -4.02202 -4.51510 4.04278
48 H -2.13256 -6.08906 -1.54171
49 H -5.44681 -3.18711 2.28283
50 H -4.99581 -0.56759 4.87293
51 H -3.58758 -4.37817 -2.81827
52 C 2.87683 -4.94817 -0.27671
53 H -4.28900 0.15882 3.40024
54 C 0.55212 0.35848 0.02716
55 C 5.56382 -2.34549 -0.53225
56 H 1.63806 -8.20974 4.27274
57 C 4.11176 -5.86399 3.92654
58 H 5.16741 -5.72240 4.14445
59 O -3.14033 -1.87028 2.39908
60 H 5.06564 -5.07503 0.05309
61 H -3.12819 -1.94802 6.20465
62 S -0.17484 -3.10651 -2.12407
63 C 1.19319 0.79501 1.19306
64 H 0.19661 -6.16254 -0.22466
65 C -3.57757 -2.89943 5.88676
66 H -6.25232 -2.29023 3.60300
67 C -1.59516 -4.08046 -2.15582
68 H -4.61908 -2.91093 6.23216
69 C 1.95664 -3.96824 -0.64116
70 C 3.48159 -7.07949 4.26158
71 C -0.15895 -5.32960 -0.81901

---

Entry 2:
Formula: C63H140AsF18N13O24S12
Source: the Open Molecules 2025 dataset
Level of theory: wB97M-V/def2-TZVPD

Summary:
Largest force on an atom = 5.0 eV/Å
LUMO = 0.0066 hartree
Frontier orbital gap = 9.802 eV
E_tot = -13813.695625 a.u.
Charge = 0

CARTESIAN COORDINATES (ANGSTROEM)
1 N 0.20025 1.81750 -6.97254
2 H 1.60861 -7.52032 -6.92048
3 N 3.34779 2.37715 1.72620
4 C 2.35583 -4.98697 -3.24013
5 H -0.86647 2.25818 1.67379
6 F 3.68899 0.35217 -4.75586
7 H -0.63777 2.91237 8.53140
8 O -0.11935 0.46401 9.34370
9 H -1.10211 2.37060 -5.39656
10 C -4.32505 1.29683 8.50967
11 H -3.69069 -2.28068 4.23133
12 H -0.16481 1.44445 6.28387
13 C 7.70443 2.56956 -4.30703
14 O -6.23226 2.41888 6.02129
15 C 0.44752 4.50186 7.67009
16 C 4.69323 -0.45946 -1.31212
17 S 0.64231 -4.45907 1.39806
18 O 4.07098 4.57008 2.80566
19 H 3.06035 -5.80653 -0.66829
20 O 0.94163 -2.95283 8.12786
21 H 1.06502 3.43991 -8.01908
22 O -7.73780 2.91846 4.19319
23 F -3.70704 1.27058 -4.46151
24 C 6.61988 2.86644 -3.41320
25 H -4.00546 3.25136 7.83157
26 O 5.13800 -1.39530 -7.62659
27 C -0.85840 3.73467 7.84279
28 H 3.91352 2.37761 -7.79124
29 C -3.38105 2.43196 8.15180
30 H -9.61915 1.41023 -1.93542
31 H -1.00011 2.06698 -8.78731
32 H -5.32501 4.93895 1.35775
33 H 8.67551 2.44931 -3.94583
34 O 1.63643 4.04344 2.41352
35 H 5.76512 0.53263 -3.87144
36 C -1.67876 -4.61748 7.51665
37 O 2.69183 -1.37686 -6.20947
38 C 5.05653 1.99916 -1.68855
39 H -2.36447 0.73894 1.24976
40 H 0.49748 1.58688 -2.24272
41 H 1.79999 -4.52200 -7.48215
42 H -6.95514 4.35786 -1.60090
43 H 7.37631 0.16889 -3.46102
44 H -2.61729 -4.89018 7.98371
45 F 1.71227 7.21688 -5.52165
46 H -0.73972 -1.43086 -7.47118
47 H 4.45694 -5.69666 -3.46589
48 H 1.47505 -3.13978 -4.58905
49 F 5.63599 1.69954 2.72415
50 F 3.97297 5.04511 -3.74804
51 H 1.62825 2.47439 5.10922
52 F -5.52197 0.30639 -3.07456
53 H -2.46065 0.98259 -6.74576
54 C -7.67512 3.59023 -1.37596
55 H 8.31813 4.57486 -4.79851
56 C 0.87177 3.11662 5.62543
57 H 6.89597 4.13110 -5.72471
58 S 0.78504 -3.05607 9.55368
59 H 0.68819 3.91881 4.94866
60 H 2.61937 -3.93373 -3.24921
61 N 6.44770 1.78068 -2.34409
62 C 1.45827 3.52215 6.97555
63 H -9.04802 4.66061 0.61772
64 H 0.63038 -1.54421 0.75326
65 O 2.82132 -1.65567 -3.79711
66 N -1.43436 3.01956 6.61770
67 H -1.33546 -5.35948 3.43307
68 O -0.98374 -4.83964 -2.06450
69 H 0.91180 1.95953 1.56805
70 O 3.64252 3.22646 -5.12134
71 H -1.44875 4.85090 5.66328
72 C -5.12813 4.23567 0.53047
73 H -3.27542 -5.90176 5.71533
74 N 0.30985 -4.84381 -0.09008
75 H 2.38123 4.09595 6.86319
76 H 1.51627 -7.23050 -4.61973
77 S -0.90962 -0.75853 9.38524
78 C 2.76944 -5.20050 -5.69521
79 H 3.41174 -6.07837 -5.39075
80 H -8.23976 1.96964 1.65407
81 H 1.67968 -0.81274 5.26293
82 H -1.02441 0.15901 -4.89657
83 H 0.44327 -1.70274 4.26427
84 H -1.34877 -3.69811 8.06144
85 H -1.65138 1.23870 7.65285
86 H 0.08260 -0.53674 -1.45456
87 C 6.00342 -0.73147 -2.03977
88 C 0.10037 -6.46494 -6.02636
89 O -0.18319 -3.42841 2.00207
90 H 3.34223 -4.29658 -5.59145
91 F -3.89257 0.10790 -1.20326
92 C 7.85491 3.72091 -5.35587
93 H -1.73334 0.58015 -0.41386
94 C 0.85144 -3.97420 -4.79930
95 C 6.42994 0.38979 -2.97188
96 C 3.59076 2.13293 -8.79009
97 H -3.16164 3.79759 -0.31746
98 H -6.56672 2.02701 -2.21882
99 H 7.85465 1.06846 -0.85188
100 H 5.01354 3.02518 -1.33616
101 H 0.73765 -6.51460 -8.08818
102 H -0.57402 -7.30749 -6.08969
103 H 6.85075 -0.83115 -1.27196
104 H 3.07222 -5.63723 -7.75765
105 H 3.28346 -6.91851 -2.95968
106 H -8.72333 0.09933 0.04101
107 H 5.93020 -1.62607 -2.69283
108 H 1.51306 -5.16675 -2.60020
109 F -1.90194 -0.54064 10.55945
110 F -0.90217 -2.79723 -0.84387
111 H -3.62711 -3.56757 6.27916
112 H 2.14334 -3.45923 6.09928
113 O -1.71374 -1.07323 8.27212
114 C -0.48157 -0.05198 2.73487
115 C -2.72564 -3.22049 5.80837
116 H 0.42024 3.29112 -0.20896
117 C 2.22400 -5.42461 -7.04374
118 H -4.37195 -4.66243 3.65580
119 H 2.82578 -4.92253 5.58340
120 H -5.21745 1.70241 9.02415
121 H -1.63558 4.40957 8.28332
122 F -3.43174 -0.99412 -3.34666
123 H -2.11505 -0.93873 0.54666
124 F -2.08804 0.95221 -2.80110
125 H -8.34544 0.37828 -2.41806
126 H 8.53147 2.06792 -2.00004
127 H -0.82210 3.67971 -6.65364
128 C -1.78328 0.12231 0.60671
129 C -8.14772 0.96934 -0.31437
130 O -2.26729 -4.55406 -0.01079
131 C -8.53199 1.23022 -1.79974
132 C -1.19343 -0.73202 -6.72788
133 C -0.41427 2.33947 5.71859
134 H -8.58436 4.07015 -1.40814
135 H 4.38376 1.90870 -2.56168
136 C 3.52916 -5.85817 -2.87968
137 C 0.73314 -0.41783 0.56913
138 H 3.76201 1.11788 -0.12748
139 H -7.10525 0.60707 -0.27535
140 H 0.06724 -0.56077 5.50772
141 H -6.03633 2.52201 1.48441
142 As -3.80301 0.62350 -2.82698
143 H 0.28400 -1.04165 -5.08618
144 H 4.34178 -1.17520 -0.56892
145 C 0.71021 -4.99327 5.47048
146 N 1.69743 -5.15813 -4.63525
147 H -1.97102 -2.59497 3.95842
148 S 3.04320 3.92591 2.10198
149 H -7.80616 2.73273 -3.23821
150 H 0.49245 3.22500 -5.52394
151 C 0.82403 1.45146 -1.23902
152 H -0.50018 -5.53958 -6.13255
153 O 3.41676 5.86653 -6.54092
154 C -0.03974 2.28406 -0.33086
155 H -0.89515 -5.36685 7.73207
156 H 0.25196 5.43508 7.13517
157 N -1.79250 -4.42811 6.09229
158 F 6.97035 -1.77844 -6.05061
159 H -2.91672 2.82098 9.02620
160 C -7.59520 2.29784 -2.24221
161 F -4.14304 2.18616 -2.29724
162 C -7.99435 4.46858 0.95223
163 C 7.60899 1.98175 -1.41140
164 C 0.72426 0.77433 -6.07312
165 H -7.41548 5.38982 0.87262
166 H -8.02689 4.15689 2.05050
167 H -2.38201 -2.38570 6.36018
168 C -0.05435 1.76816 1.09536
169 H 0.86145 1.30365 3.69869
170 F 2.23566 -2.62888 10.12766
171 F 3.19107 4.53060 0.67797
172 H 1.48765 0.25364 -6.67823
173 H 4.27709 1.36942 -9.16296
174 C 2.05372 -4.23434 5.26235
175 H -3.56886 3.00648 1.33437
176 C -2.29810 -5.43694 3.87037
177 H -0.67075 -3.61952 4.49461
178 N -0.26627 -1.99247 10.20923
179 O 4.05016 0.06772 2.19149
180 N -7.46927 3.30850 0.13103
181 S -4.43123 0.85232 3.93552
182 N 4.92982 -1.72322 -5.12708
183 C -2.30964 1.94185 7.14744
184 O -3.52780 1.84026 3.53893
185 H -5.31837 4.87346 -0.31765
186 H 2.12269 2.68121 -6.81499
187 H 1.79548 -0.56846 -1.23929
188 C -2.24104 -5.64022 5.34762
189 H -2.65795 -6.30959 3.39717
190 S 5.54330 -2.20775 -6.49230
191 C 1.37721 2.42630 -7.64342
192 O 5.48401 -3.67029 -6.61321
193 H -3.22041 -4.02126 2.48119
194 H 2.04564 -3.91199 4.19847
195 H 1.84514 1.82096 -1.10873
196 H -2.39957 3.53453 4.91738
197 S -1.07707 -4.33456 -0.75402
198 H 1.54217 -0.12108 2.88381
199 H -0.17890 -3.07071 6.01004
200 C -3.28565 -4.26405 3.56958
201 O 1.02348 5.58257 -7.01450
202 H 1.58325 2.61563 7.60197
203 H 7.44138 1.69531 -4.90364
204 H 1.20565 1.33228 -5.21277
205 S -6.41397 2.50118 4.59681
206 C -0.69756 1.27232 -8.01514
207 H 3.86101 -4.37232 -1.35201
208 H 3.69382 3.16909 -9.26903
209 O -4.04110 0.06886 5.04004
210 H -9.32504 2.61444 0.41241
211 N -0.42514 0.34243 1.19977
212 H 0.23785 -6.31171 -3.77438
213 H -1.09107 2.43363 -0.63895
214 H -3.19937 4.75105 1.18315
215 H -1.63280 -6.48455 5.64207
216 H 5.40410 1.02349 0.20026
217 H 5.65920 3.01012 -3.91676
218 F 2.07753 -3.88889 1.26637
219 O 0.75550 -5.65718 2.14437
220 F -5.52403 3.70539 4.26326
221 C -2.90399 -2.98310 4.32242
222 C 0.87189 -0.07364 -0.91266
223 H -0.63839 -1.14231 2.71589
224 H -0.86651 2.09575 4.78445
225 C -3.61763 3.88148 0.64872
226 C -5.99907 2.96570 0.48047
227 C -0.43260 -3.93906 5.46819
228 N 1.78891 4.94449 -4.77368
229 H 7.34455 2.77815 -0.72615
230 C -0.30368 -0.23289 -5.57569
231 H -4.67543 0.70073 7.66715
232 C 0.84527 -6.39373 -4.66580
233 H -2.51890 0.24359 -8.25779
234 C 2.13294 1.64199 -8.76645
235 H -2.82179 1.42859 6.27564
236 H 1.67693 -0.10054 1.01210
237 H 0.74944 4.76752 8.66280
238 H 8.66092 3.41122 -6.08533
239 H -3.89633 0.64378 9.22970
240 H 0.46006 -5.68314 4.65515
241 S 3.48640 -1.28821 -5.01985
242 H -2.96587 4.32321 6.48651
243 O 0.44003 -4.34218 10.04915
244 C 3.83684 -5.48156 -1.41881
245 C 0.74829 0.23597 3.52244
246 H 3.91942 -0.41251 -2.09146
247 C -2.13138 4.05934 5.82316
248 C 4.71789 0.95617 -0.62111
249 S 2.91579 4.02504 -4.19642
250 C 1.17821 -6.51039 -7.08194
251 O 2.49161 3.42186 -2.95891
252 H -1.45004 0.31295 3.11088
253 S 4.08066 1.39164 2.81588
254 S 2.09210 5.79273 -6.07218
255 O 3.87376 1.47469 4.24800
256 C -8.34524 2.15140 0.53814
257 H 0.72062 -5.48777 6.42052
258 H -0.12299 0.58126 -8.63649
259 H 6.83030 3.79685 -2.84865
260 F -4.41967 -0.26346 2.82098
261 H 0.02349 -4.05013 -4.08237
262 H 0.54686 -3.93873 -5.84115
263 N -5.95889 1.30854 3.74505
264 C 0.74216 -0.77625 4.68264
265 H 4.78384 -5.87729 -1.22773
266 C -1.86502 0.48229 -7.42569
267 H -2.03715 -1.33264 -6.28559
268 H 2.16667 0.49842 -8.60012
269 C -0.41476 2.86906 -6.08051
270 H 1.59146 1.77057 -9.73670
271 H -5.59636 2.29884 -0.24732

---

| no. | highest occupied orbital energy (Eh) |
| --- | --- |
| 1 | -0.22762 |
| 2 | -0.35362 |